This record from the OMol25 dataset describes a molecular structure, C29H46BrN3P2PdS in a non-equilibrium geometry. The level of theory is ωB97M-V with the def2-TZVPD basis set.

Atoms and positions in Å:
N 3.074 6.405 -1.132
C 2.111 6.608 -0.233
C 2.000 5.860 0.950
C 2.940 4.837 1.225
C 3.954 4.653 0.259
C 3.976 5.451 -0.899
C 2.850 3.986 2.384
Pd 0.190 -1.394 0.675
P -2.359 -3.499 -0.023
C 3.649 2.877 2.556
C 3.037 1.585 2.780
C 3.697 0.393 2.383
C 2.938 -0.671 1.867
C 1.548 -0.464 1.864
C 0.919 0.445 2.702
C 1.675 1.514 3.184
Br -0.164 -3.734 1.508
H 2.039 4.192 3.075
H 4.736 2.931 2.427
H 1.193 6.084 1.664
H 4.725 3.904 0.397
H 1.398 7.409 -0.438
H 4.737 5.327 -1.657
H 4.793 0.380 2.381
H 1.240 2.317 3.779
H 3.355 -1.548 1.388
H -0.138 0.267 2.951
P 1.016 -0.755 -1.338
C -3.424 -3.165 1.474
C -4.271 -4.273 2.069
H -4.029 -2.291 1.194
H -2.723 -2.804 2.241
H -4.946 -3.796 2.791
H -4.896 -4.784 1.328
H -3.689 -4.996 2.655
C -2.091 -5.237 -0.552
C -2.583 -6.412 0.304
H -1.006 -5.316 -0.659
H -2.514 -5.287 -1.568
H -1.817 -7.196 0.290
H -2.763 -6.134 1.350
H -3.472 -6.857 -0.176
C -3.447 -2.916 -1.377
C -4.721 -3.773 -1.387
H -2.877 -3.048 -2.307
H -3.663 -1.835 -1.231
H -5.234 -3.654 -2.354
H -4.495 -4.846 -1.271
H -5.412 -3.457 -0.588
C -0.103 -0.161 -2.666
C -0.936 -1.230 -3.382
H 0.524 0.393 -3.391
H -0.792 0.568 -2.199
H -1.220 -0.845 -4.370
H -0.389 -2.168 -3.533
H -1.865 -1.447 -2.841
C 1.999 -2.092 -2.121
C 3.203 -2.594 -1.311
H 2.301 -1.726 -3.121
H 1.289 -2.923 -2.301
H 3.820 -3.222 -1.972
H 3.830 -1.768 -0.944
H 2.877 -3.217 -0.462
C 2.187 0.615 -0.986
C 1.795 2.033 -1.415
H 3.186 0.316 -1.346
H 2.280 0.674 0.110
H 2.699 2.652 -1.493
H 1.258 2.074 -2.371
H 1.170 2.484 -0.632
C -1.928 3.104 -1.531
N -1.651 2.977 -0.105
C -1.213 4.044 0.658
C -1.051 3.586 1.925
N -1.447 2.265 1.925
C -1.691 1.844 0.665
S -1.865 0.232 0.212
H -0.984 3.118 -2.102
H -2.567 2.263 -1.826
H -2.451 4.071 -1.697
H -1.074 5.029 0.219
H -0.634 4.102 2.781
H -1.617 1.667 2.720

Calculated values
- Kohn-Sham gap (spin up / spin down): 5.212 / 4.358 eV
- ⟨S²⟩: 2.0241
- ΔE to the lowest compared entry with this formula, charge and spin: 91.3 kcal/mol
- Highest occupied orbital energy (spin up / spin down): -12.5 / -12.4 eV
- Energy: -138207.4517 eV
- LUMO level (spin up / spin down): -7.3 / -8.1 eV
- Multiplicity: 3
- Net charge: +2

This record from the OMol25 dataset describes a molecular structure, C12H36O6 in a non-equilibrium geometry. The level of theory is ωB97M-V with the def2-TZVPD basis set.

Atoms and positions in Å:
C -3.553 -7.352 14.403
C -3.977 -8.012 15.779
O -5.309 -8.416 15.740
H -3.704 -6.276 14.487
H -4.124 -7.736 13.557
H -2.531 -7.584 14.105
H -3.790 -7.346 16.621
H -3.320 -8.875 15.888
H -5.298 -9.375 15.763
C -5.427 -10.344 18.105
C -3.914 -10.066 18.100
O -3.243 -11.109 17.403
H -5.897 -9.462 18.540
H -5.611 -11.284 18.626
H -5.924 -10.484 17.145
H -3.560 -10.025 19.130
H -3.430 -9.169 17.712
H -3.040 -11.743 18.095
C -1.569 -12.461 14.498
C -1.609 -11.141 15.328
O -0.396 -11.117 16.034
H -2.004 -13.240 15.124
H -0.625 -12.736 14.026
H -2.291 -12.457 13.682
H -2.454 -11.084 16.013
H -1.657 -10.222 14.743
H -0.418 -10.224 16.387
C 0.438 -9.996 18.837
C 1.298 -9.475 20.022
O 0.628 -9.888 21.275
H 0.472 -11.085 18.884
H 0.819 -9.714 17.856
H -0.590 -9.635 18.826
H 1.420 -8.410 19.826
H 2.267 -9.964 19.919
H -0.157 -9.363 21.446
C -0.540 -7.792 16.673
C -1.595 -8.655 17.458
O -1.435 -10.032 17.198
H -0.888 -7.801 15.640
H 0.469 -8.197 16.603
H -0.398 -6.810 17.123
H -2.578 -8.271 17.185
H -1.455 -8.441 18.517
H -2.137 -10.550 17.600
C 2.608 -7.804 16.792
C 3.720 -8.341 17.548
O 4.476 -9.271 16.779
H 2.047 -7.151 17.460
H 1.860 -8.572 16.596
H 2.843 -7.251 15.882
H 3.411 -8.974 18.379
H 4.383 -7.638 18.052
H 5.361 -8.913 16.686

Calculated values
- Kohn-Sham gap: 8.313 eV
- ΔE to the lowest compared entry with this formula, charge and spin: 246.8 kcal/mol
- Highest occupied orbital energy: -8.1 eV
- Energy: -25302.4974 eV
- LUMO level: 0.2 eV
- Multiplicity: 1

This record from the OMol25 dataset describes 2 unconnected molecules or ions with the total composition C8H15N2O in a non-equilibrium geometry. The level of theory is ωB97M-V with the def2-TZVPD basis set.

Atoms and positions in Å:
C 3.420 -1.307 -0.398
C 3.023 0.724 0.384
C -1.396 -1.119 1.599
C 3.079 0.748 -0.951
C -1.978 1.357 -0.154
C -1.602 -0.890 -1.308
C 0.396 0.402 1.671
C -0.970 0.180 -0.433
N 3.249 -0.516 -1.424
N -0.682 -0.244 0.969
O 3.176 -0.687 0.765
H 3.335 -2.331 -0.625
H 2.918 1.553 1.105
H -2.326 -1.511 1.144
H -1.375 -1.371 2.624
H 2.911 1.654 -1.535
H -2.171 1.764 -1.195
H -2.863 0.901 0.373
H -1.541 2.142 0.491
H -2.703 -1.035 -1.329
H -1.277 -1.963 -1.083
H -1.446 -0.832 -2.427
H 0.941 1.061 0.992
H -0.074 1.030 2.416
H 1.204 -0.146 2.194
H -0.059 0.683 -0.852

Calculated values
- Kohn-Sham gap: 7.988 eV
- ΔE to the lowest compared entry with this formula, charge and spin: 88.1 kcal/mol
- Highest occupied orbital energy: -12.8 eV
- Energy: -13557.4695 eV
- LUMO level: -4.8 eV
- Multiplicity: 1
- Net charge: +1

This record from the OMol25 dataset describes a molecular structure, C21H35IN10O5PdS2. The level of theory is ωB97M-V with the def2-TZVPD basis set.

Atoms and positions in Å:
Pd -1.424 0.878 -0.263
C 1.762 -2.755 0.814
C 0.348 -2.317 0.604
C -0.693 -2.663 1.412
C -2.015 -2.422 0.914
N -2.264 -1.748 -0.169
C -1.201 -1.073 -0.784
S -1.417 -0.262 -2.311
N 0.087 -1.598 -0.505
C -3.195 -2.992 1.650
H 1.955 -2.902 1.876
H 2.479 -2.037 0.414
H 1.931 -3.708 0.308
H -0.526 -3.265 2.295
H 0.844 -1.356 -1.127
H -2.899 -3.754 2.371
H -3.908 -3.414 0.942
H -3.692 -2.181 2.184
C 1.768 0.010 4.202
C 0.757 0.104 5.338
C 0.071 -1.239 5.574
C -0.255 1.233 5.112
N -1.078 1.065 3.917
C -0.851 1.431 2.650
N -1.870 1.029 1.926
N -2.693 0.351 2.757
N -2.224 0.358 3.950
H 2.545 -0.718 4.445
H 2.258 0.970 4.010
H 1.284 -0.331 3.282
H 1.291 0.387 6.250
H -0.437 -1.580 4.669
H -0.672 -1.179 6.371
H 0.809 -1.995 5.850
H 0.251 2.193 5.013
H -0.948 1.300 5.949
H -0.020 2.018 2.287
C 1.262 -3.290 -4.642
C 0.881 -1.819 -4.544
S 2.226 -0.888 -3.861
O 3.400 -1.063 -4.675
O 2.322 -1.211 -2.444
C 1.672 0.798 -3.985
C 2.587 1.754 -3.231
N 2.338 1.777 -1.791
C 1.215 2.313 -1.238
N 1.075 1.963 0.037
C 2.137 1.148 0.311
C 2.924 1.034 -0.786
N 4.174 0.346 -0.863
O 4.888 0.512 -1.833
O 4.433 -0.404 0.062
C 0.284 3.202 -1.980
H 0.442 -3.839 -5.103
H 1.438 -3.711 -3.652
H 2.159 -3.426 -5.246
H 0.034 -1.639 -3.877
H 0.646 -1.382 -5.517
H 0.650 0.813 -3.589
H 1.664 1.051 -5.047
H 2.407 2.759 -3.605
H 3.632 1.523 -3.391
H 2.319 0.729 1.287
H 0.819 3.935 -2.588
H -0.339 3.722 -1.260
H -0.386 2.625 -2.618
N -4.460 1.496 -0.980
C -3.923 2.722 -1.151
O -2.850 3.075 -0.675
C -4.748 3.689 -1.972
I -3.954 3.784 -3.948
H -3.849 0.773 -0.605
H -5.224 1.204 -1.563
H -4.659 4.683 -1.551
H -5.792 3.404 -2.066

Calculated values
- Kohn-Sham gap: 6.541 eV
- ΔE to the lowest compared entry with this formula, charge and spin: 0.0 kcal/mol
- Highest occupied orbital energy: -6.7 eV
- Energy: -80732.4583 eV
- LUMO level: -0.2 eV
- Multiplicity: 1

This record from the OMol25 dataset describes 2 unconnected molecules or ions with the total composition C2H2N2O4 in a non-equilibrium geometry. The level of theory is ωB97M-V with the def2-TZVPD basis set.

Atoms and positions in Å:
N 0.547 2.554 -1.731
C 0.092 1.901 -0.899
O -0.724 1.735 0.147
O -2.100 1.496 -0.185
H -2.245 0.665 0.320
N -1.159 -0.956 0.727
C -0.105 -1.175 0.330
O 1.053 -1.599 -0.158
O 1.876 -2.170 0.854
H 2.766 -2.451 0.594

Calculated values
- Kohn-Sham gap: 10.354 eV
- SMILES: N#COO.N#COO
- ΔE to the lowest compared entry with this formula, charge and spin: 177.5 kcal/mol
- Highest occupied orbital energy: -10.9 eV
- Energy: -13267.4803 eV
- LUMO level: -0.6 eV
- Multiplicity: 1

This record from the OMol25 dataset describes a single C2H2N4O2 molecule in a non-equilibrium geometry. The level of theory is ωB97M-V with the def2-TZVPD basis set.

Atoms and positions in Å:
O 2.349 0.924 -0.433
C 2.273 -0.337 -0.152
O 1.036 -0.877 0.629
C -0.165 -0.338 0.324
N -1.171 -1.178 -0.302
N -2.242 -0.405 -0.459
N -2.053 0.980 0.045
N -0.672 1.014 0.398
H 3.124 -1.020 -0.603
H 0.114 1.809 0.231

Calculated values
- Kohn-Sham gap: 8.957 eV
- SMILES: O=COc1nnn[nH]1
- ΔE to the lowest compared entry with this formula, charge and spin: 145.4 kcal/mol
- Highest occupied orbital energy: -9.8 eV
- Energy: -12156.4403 eV
- LUMO level: -0.8 eV
- Multiplicity: 1

This record from the OMol25 dataset describes a molecular structure, C17H20Cl4O3Pb in a non-equilibrium geometry. The level of theory is ωB97M-V with the def2-TZVPD basis set.

Atoms and positions in Å:
C -1.144 0.052 -2.074
C -1.821 1.056 -1.297
C -2.505 0.396 -0.219
C -1.915 2.512 -1.583
C -2.230 -1.012 -0.312
C -1.402 -1.229 -1.456
C -0.898 -2.559 -1.939
C -0.314 0.294 -3.296
C -3.385 1.052 0.791
C -2.818 -2.046 0.590
Pb 0.127 0.088 0.217
Cl 0.159 5.104 0.970
Cl 1.085 2.156 -0.684
Cl -0.547 1.117 2.230
H -1.125 2.818 -2.276
H -1.821 3.117 -0.667
H -2.898 2.683 -2.039
H -3.017 2.055 1.044
H -3.443 0.454 1.711
H -4.389 1.135 0.354
H -2.827 -1.718 1.641
H -2.264 -2.991 0.513
H -3.856 -2.206 0.260
H -0.742 -3.264 -1.107
H 0.035 -2.457 -2.510
H -1.682 -2.961 -2.600
H 0.208 1.260 -3.247
H -1.018 0.303 -4.143
H 0.426 -0.503 -3.449
O 1.775 -0.814 -0.973
H 1.835 -1.666 -0.390
Cl 7.824 -1.043 4.148
C 6.349 -0.503 3.571
C 5.868 0.792 3.890
C 4.635 1.236 3.390
C 3.853 0.414 2.578
C 4.323 -0.877 2.257
C 5.552 -1.328 2.745
C 2.520 0.960 1.973
O 2.271 2.122 2.150
O 1.961 -0.041 1.476
H 6.470 1.436 4.523
H 4.291 2.244 3.643
H 3.731 -1.529 1.617
H 5.903 -2.323 2.482

Calculated values
- Kohn-Sham gap: 4.361 eV
- ΔE to the lowest compared entry with this formula, charge and spin: 52.9 kcal/mol
- Highest occupied orbital energy: -0.8 eV
- Energy: -79433.7060 eV
- LUMO level: 3.5 eV
- Multiplicity: 1
- Net charge: -2

This record from the OMol25 dataset describes 2 unconnected molecules or ions with the total composition C4H9NOS in a non-equilibrium geometry. The level of theory is ωB97M-V with the def2-TZVPD basis set.

Atoms and positions in Å:
C 2.164 -0.007 0.341
C -0.774 -1.548 0.172
C -1.496 0.801 0.894
C -0.728 -0.065 -0.046
N 2.323 0.476 -0.851
O 2.747 -0.312 1.330
S -0.660 0.428 -1.740
H -1.786 -1.957 0.077
H -0.135 -2.061 -0.543
H -0.418 -1.777 1.176
H -2.579 0.710 0.746
H -1.225 1.850 0.785
H -1.278 0.493 1.915
H 1.487 0.578 -1.446
H 3.221 0.668 -1.293
H -0.862 1.723 -1.515

Calculated values
- Kohn-Sham gap (spin up / spin down): 7.529 / 7.633 eV
- ΔE to the lowest compared entry with this formula, charge and spin: 78.1 kcal/mol
- Highest occupied orbital energy (spin up / spin down): -7.1 / -7.2 eV
- Energy: -18664.1379 eV
- LUMO level (spin up / spin down): 0.4 / 0.4 eV
- Multiplicity: 1

This record from the OMol25 dataset describes 3 unconnected molecules or ions with the total composition C12H20BrFN4O6P2 in a non-equilibrium geometry. The level of theory is ωB97M-V with the def2-TZVPD basis set.

Atoms and positions in Å:
N -2.542 0.453 0.758
P -1.037 0.675 1.096
C 0.129 -0.417 0.220
C 0.333 -0.358 -1.100
Br -0.451 0.880 -2.246
C 1.235 -1.370 -1.759
O 0.974 -1.848 -2.826
C 2.422 -1.771 -0.941
P 4.029 -2.222 -1.656
N 4.522 -3.598 -1.207
O 4.958 -0.947 -1.310
O 3.774 -2.069 -3.220
C 2.226 -1.785 0.381
F 3.154 -2.103 1.261
C 0.878 -1.461 0.964
O 0.442 -2.034 1.925
H -2.953 1.290 0.357
H -0.494 1.939 0.824
H -0.682 0.431 2.428
H 5.440 -3.564 -0.780
H 4.440 -0.200 -0.981
H 3.970 -1.181 -3.549
C -1.827 -4.138 -2.552
N -2.499 -3.041 -3.219
C -3.654 -2.413 -2.862
C -4.349 -2.895 -1.610
O -4.093 -1.495 -3.534
H -0.820 -3.846 -2.248
H -1.743 -5.001 -3.215
H -2.383 -4.437 -1.670
H -2.081 -2.666 -4.055
H -5.240 -2.293 -1.469
H -4.637 -3.944 -1.702
H -3.705 -2.781 -0.738
C 1.593 5.325 2.781
N 0.408 4.550 2.466
C -0.748 4.448 3.180
C -0.836 5.238 4.465
O -1.671 3.752 2.791
H 1.791 6.063 2.002
H 2.466 4.678 2.873
H 1.457 5.849 3.721
H 0.403 4.020 1.609
H -1.809 5.052 4.906
H -0.062 4.930 5.168
H -0.729 6.306 4.274

Calculated values
- Kohn-Sham gap: 7.054 eV
- SMILES: N=[PH2]C1=C(Br)C(=O)C(P(=N)(O)O)=C(F)C1=O.CNC(C)=O.CNC(C)=O
- Highest occupied orbital energy: -9.1 eV
- Energy: -122350.4944 eV
- LUMO level: -2.0 eV
- Multiplicity: 1

This record from the OMol25 dataset describes a molecular structure, C4H16N10O10V in a non-equilibrium geometry. The level of theory is ωB97M-V with the def2-TZVPD basis set.

Atoms and positions in Å:
V 0.471 -0.102 -0.258
N -1.000 2.922 0.424
O -1.341 2.963 1.621
O -0.558 1.876 -0.043
O -1.122 3.904 -0.313
N 1.613 -3.451 -0.265
O 2.720 -3.847 0.057
O 1.225 -2.309 0.127
O 0.868 -4.092 -0.964
C 0.298 -0.073 2.932
O 0.835 0.257 1.907
N -0.431 0.748 3.590
N 0.483 -1.223 3.608
H -0.706 1.536 3.021
H -0.962 0.575 4.432
H -0.056 -1.454 4.430
H 1.090 -1.942 3.242
C -0.283 -1.082 -3.325
O -0.161 -0.521 -2.208
N -0.673 -2.322 -3.541
N 0.301 -0.749 -4.456
H -0.883 -2.617 -4.484
H -0.851 -2.904 -2.735
H 0.866 0.084 -4.381
H 0.000 -1.227 -5.293
C 2.702 2.216 -0.459
O 2.136 1.131 -0.565
N 2.120 3.182 0.157
N 3.919 2.406 -0.877
H 1.251 2.847 0.548
H 2.502 4.102 0.321
H 4.384 1.608 -1.285
H 4.321 3.325 -0.996
C -2.662 -0.832 0.594
O -1.438 -0.868 0.541
N -3.501 -1.781 0.789
N -3.148 0.339 0.773
H -4.397 -1.533 1.183
H -3.279 -2.748 0.599
H -2.514 1.125 0.768
H -4.140 0.531 0.785

Calculated values
- Kohn-Sham gap (spin up / spin down): 6.852 / 3.379 eV
- ⟨S²⟩: 6.0095
- Highest occupied orbital energy (spin up / spin down): -10.7 / -11.4 eV
- Energy: -65461.0103 eV
- LUMO level (spin up / spin down): -3.8 / -8.0 eV
- Multiplicity: 5
- Net charge: +1

This record from the OMol25 dataset describes 3 unconnected molecules or ions with the total composition C5H9N3 in a non-equilibrium geometry. The level of theory is ωB97M-V with the def2-TZVPD basis set.

Atoms and positions in Å:
C -0.177 -1.188 1.150
C -0.407 0.119 0.275
C 1.548 0.992 -0.325
C -0.341 -0.012 -1.117
C -1.372 -0.278 -1.957
H -0.353 0.679 2.583
H -2.060 -1.053 2.382
H 1.054 -1.563 1.049
H -0.865 -2.004 0.725
H -1.376 0.604 0.771
H 2.425 1.757 -0.352
H 1.587 -0.029 -2.298
H -2.157 -0.898 -1.638
H -1.384 -0.392 -2.935
N -0.621 -0.692 2.423
N 0.757 1.018 0.690
N 0.953 0.402 -1.462

Calculated values
- Kohn-Sham gap: 8.516 eV
- ΔE to the lowest compared entry with this formula, charge and spin: 171.2 kcal/mol
- Highest occupied orbital energy: -8.1 eV
- Energy: -9794.0424 eV
- LUMO level: 0.4 eV
- Multiplicity: 1

This record from the OMol25 dataset describes a molecular structure, C5H11N3 in a non-equilibrium geometry. The level of theory is ωB97M-V with the def2-TZVPD basis set.

Atoms and positions in Å:
C 0.088 0.044 0.535
C -0.355 -1.376 0.782
N 0.432 0.572 -0.681
N 0.013 -0.050 -1.772
C -1.565 1.122 0.481
C 3.024 0.112 0.407
C -2.547 1.024 -0.391
N 2.163 -0.512 -0.260
H 0.520 0.589 1.366
H 0.000 -1.066 -1.763
H 0.373 0.357 -2.623
H -1.600 1.719 1.388
H -1.076 -1.709 0.032
H -0.858 -1.435 1.748
H 0.507 -2.045 0.775
H 2.802 1.003 1.035
H 4.082 -0.208 0.445
H -2.468 0.407 -1.286
H -3.533 1.453 -0.216

Calculated values
- Kohn-Sham gap (spin up / spin down): 8.458 / 7.364 eV
- ΔE to the lowest compared entry with this formula, charge and spin: 159.1 kcal/mol
- Highest occupied orbital energy (spin up / spin down): -7.6 / -6.8 eV
- Energy: -9827.0085 eV
- LUMO level (spin up / spin down): 0.9 / 0.6 eV
- Multiplicity: 1

- What is the multiplicity in the twelfth record?
  1